{
  "formula": "C42H50N4O5SSbSe4Tc",
  "method": "ωB97M-V with the def2-TZVPD basis set",
  "symbols": ["Se", "C", "H", "C", "C", "C", "C", "C", "C", "H", "H", "H", "C", "H", "H", "C", "C", "H", "C", "N", "H", "C", "H", "H", "H", "O", "Se", "H", "Se", "C", "H", "H", "H", "C", "C", "H", "H", "H", "H", "H", "H", "H", "Sb", "C", "C", "C", "H", "H", "H", "H", "H", "H", "H", "C", "C", "H", "C", "H", "C", "H", "C", "H", "C", "C", "C", "C", "S", "H", "H", "C", "O", "C", "Se", "C", "C", "H", "H", "C", "C", "H", "C", "O", "O", "C", "C", "H", "H", "N", "H", "C", "H", "H", "C", "C", "C", "H", "H", "N", "N", "H", "H", "H", "O", "C", "Tc", "H", "C", "H"],
  "coordinates": [[5.008, -0.821, 1.301], [-4.469, 1.393, 2.750], [-1.729, 5.641, 2.766], [-2.430, 0.197, 2.692], [-0.790, 3.132, 3.314], [-1.020, -4.587, -0.395], [0.172, -3.849, -3.478], [-5.219, -0.819, -5.057], [-1.839, 0.037, -2.332], [-4.390, -0.062, -7.586], [2.418, -2.547, -4.372], [-4.434, -4.554, -0.347], [-0.677, -0.929, 3.309], [-1.868, 3.169, 3.485], [-0.109, 5.724, 3.444], [-2.878, -0.262, -4.472], [-2.318, -4.158, -0.182], [-4.015, -6.709, -1.519], [-0.006, -3.620, 0.101], [-1.500, 0.696, -1.199], [0.910, -4.565, -3.844], [-2.858, 0.358, -3.251], [-0.816, -4.308, -3.580], [-5.082, 6.593, -1.234], [-2.052, 5.527, 0.556], [-2.594, -1.453, 0.092], [3.161, -1.804, 0.360], [-4.133, 6.146, 0.176], [5.037, 2.959, 2.278], [-0.782, -5.802, -1.018], [-5.217, 4.962, -0.568], [-5.315, 1.736, 4.695], [-4.765, 1.827, -4.500], [-1.063, 2.340, 0.327], [-4.491, 1.294, 4.150], [-0.500, 2.097, 3.140], [-3.656, 1.021, -2.961], [-1.731, -7.500, -1.911], [0.380, -3.666, -2.428], [0.243, -2.058, -6.431], [-2.680, 0.143, -7.217], [-3.013, 7.284, -2.537], [4.647, 1.684, 0.430], [-0.672, 5.486, 2.542], [-3.996, 0.014, -5.473], [-0.920, -1.024, -2.588], [-4.744, 4.039, -2.873], [-1.634, 6.189, -2.666], [-3.507, 2.128, -5.712], [-3.463, -1.438, -7.026], [1.677, 4.203, 2.790], [-5.146, 1.690, -6.202], [-2.981, 2.720, -2.505], [-2.616, 4.210, -1.047], [-1.778, 1.972, -0.855], [1.411, 2.883, 1.655], [-2.526, 2.948, -1.559], [-0.294, 3.473, 4.224], [-4.367, 1.503, -5.463], [-4.586, 5.679, -3.485], [-1.140, 3.658, 0.875], [-1.826, -1.611, -5.760], [-3.428, -4.892, -0.554], [0.254, -2.557, -4.300], [1.131, 3.909, 1.893], [-3.503, 0.629, 4.843], [-2.234, -2.721, 0.800], [-5.286, 1.898, 2.251], [-6.029, -0.673, -5.772], [-4.035, 4.854, -3.034], [1.188, -3.693, -0.073], [-4.522, 5.778, -0.775], [1.733, -0.071, 0.610], [-2.460, 6.498, -2.023], [-0.861, -1.597, -3.892], [-5.579, -0.524, -4.069], [1.700, -0.965, -4.677], [-2.477, 0.079, 4.081], [-3.596, -0.362, -6.903], [-3.531, 0.535, 5.920], [-1.934, 4.521, 0.180], [-2.883, -2.925, 2.049], [-0.128, -1.346, -1.612], [0.156, -2.930, -5.779], [1.615, -1.871, -4.076], [0.229, -1.513, 3.299], [-4.980, -1.884, -5.028], [-1.274, -0.436, 2.242], [-0.368, 6.197, 1.771], [-3.402, 5.321, -1.724], [-0.775, -3.450, -6.012], [-3.466, 0.888, 0.922], [-1.837, -1.190, -4.767], [-0.380, 4.040, 2.143], [-3.451, 0.845, 1.999], [1.762, -1.613, -3.028], [0.231, -6.142, -1.183], [-0.606, -2.560, 0.788], [-1.348, -0.644, 4.430], [-3.283, 4.530, -3.757], [0.976, -3.605, -6.024], [1.455, 4.560, 1.078], [-0.332, 1.415, 0.847], [-3.182, -6.098, -1.198], [-0.578, -0.524, 0.198], [-1.078, -0.935, 5.355], [-1.881, -6.547, -1.420], [-2.043, 6.935, -1.115]],
  "gap_ev": 3.981,
  "charge": 2,
  "e_above_lowest_ev": 0.000,
  "homo_ev": -12.59
}